No. 1
Formula: C20H40Cl4O12
Source: the OMol25 dataset
Level of theory: ωB97M-V/def2-TZVPD

Orbital gap (spin up / spin down), eV: 9.81 / 2.73
DFT total energy, Ha: -3529.2347
F_max, Eh/bohr: 0.109

The geometry in ORCA input format:
```
! RIJCOSX wB97M-V def2-TZVPD def2/J DEFGRID3
* xyz 1 2
Cl 0.3682 -3.6433 1.2064
C -1.1878 -3.1688 0.4526
C -2.2022 -4.2436 0.2435
Cl -1.4944 -5.4960 -0.7213
H -0.8584 -2.7232 -0.4861
H -1.6390 -2.3850 1.0610
H -3.1028 -3.9771 -0.3096
H -2.4374 -4.5965 1.2477
Cl 0.2637 -5.1973 -3.9981
C 0.7765 -3.5232 -4.0013
C 1.6298 -3.0975 -5.1791
Cl 0.6958 -3.2515 -6.7829
H 1.0566 -3.1638 -3.0111
H -0.1816 -3.0223 -4.1398
H 2.3727 -3.8952 -5.1847
H 2.0268 -2.0864 -5.0891
C 2.3612 1.2136 -4.2986
C 3.4659 0.8414 -3.2919
O 2.9759 -0.1824 -2.4221
C 3.7759 -0.7843 -1.5577
O 4.9820 -0.5812 -1.3546
O 3.0686 -1.6297 -0.7323
C 3.6584 -2.0951 0.4874
H 1.7418 0.3460 -4.5261
H 2.8304 1.4688 -5.2488
H 1.8738 2.1685 -4.1022
H 3.9947 1.6763 -2.8321
H 4.3108 0.3727 -3.7964
H 4.5173 -2.7440 0.3160
H 2.8899 -2.4196 1.1890
H 4.2472 -1.2811 0.9102
C -6.5169 -2.8611 -2.6747
C -5.2086 -2.1498 -2.1358
O -5.2495 -1.9639 -0.7459
C -4.4430 -1.0257 -0.2295
O -3.6343 -0.2582 -0.8052
O -4.6380 -0.8977 1.0505
C -3.9215 0.0738 1.7118
H -6.5379 -2.8883 -3.7642
H -7.4542 -2.5004 -2.2511
H -6.3888 -3.9144 -2.4252
H -5.2008 -1.2771 -2.7889
H -4.3590 -2.8129 -2.2983
H -2.8326 0.0244 1.7229
H -4.0702 0.0312 2.7908
H -4.1899 1.0805 1.3915
C 0.3743 4.4927 5.7816
C 1.4819 5.3007 5.0276
O 1.2634 5.1072 3.6003
C 2.2695 5.4872 2.6786
O 3.3639 5.9601 3.0822
O 2.0133 5.1099 1.4356
C 0.7193 5.3860 0.9405
H 0.7192 4.0692 6.7249
H -0.0954 3.6667 5.2476
H -0.3767 5.2324 6.0587
H 2.3901 4.7273 5.2133
H 1.5636 6.3070 5.4383
H 0.3524 6.3990 1.1058
H -0.1148 4.7303 1.1902
H 0.9171 5.4445 -0.1298
C 1.3029 1.3938 3.7582
C 1.1779 -0.0304 3.2655
O 0.4220 -0.2927 2.1669
C 0.6454 0.2008 0.9323
O 1.6681 0.7583 0.5616
O -0.2846 -0.2716 0.2174
C -0.1953 -0.2366 -1.1895
H 1.9452 1.3937 4.6388
H 0.3795 1.8574 4.1055
H 1.6218 2.0036 2.9129
H 0.7828 -0.3951 4.2137
H 2.1761 -0.4205 3.0666
H 0.6877 -0.8515 -1.3637
H -0.2248 0.6910 -1.7610
H -1.0813 -0.7805 -1.5171
*
```

Results of the Löwdin charge analysis, in e, for atoms 1 through 5: Cl 0.612; C -0.665; C -0.667; Cl 0.613; H 0.040



No. 2
Formula: C20H40CrO4SSb2
Source: the OMol25 dataset
Level of theory: ωB97M-V/def2-TZVPD

Orbital gap (spin up / spin down), eV: 6.13 / 7.21
DFT total energy, Ha: -3009.1810
F_max, Eh/bohr: 0.007

The geometry in ORCA input format:
```
! RIJCOSX wB97M-V def2-TZVPD def2/J DEFGRID3
* xyz 3 4
Cr -1.0896 -0.0760 0.3580
C -3.4934 -1.5410 -1.1389
O -2.5865 -1.5017 -0.0112
C -3.2109 -1.8377 1.2481
C -3.6955 -0.5580 1.8858
O -2.6040 0.4082 1.8022
C -3.0587 1.7581 1.5407
C -3.3225 1.9133 0.0626
O -2.1796 1.3479 -0.6329
C -2.0800 1.7966 -2.0093
H -3.7871 -2.5732 -1.3207
H -2.9582 -1.1511 -2.0002
H -4.3757 -0.9313 -0.9433
H -2.4410 -2.3171 1.8465
H -4.0248 -2.5451 1.0901
H -3.9572 -0.7060 2.9338
H -4.5633 -0.1494 1.3678
H -2.2547 2.4104 1.8719
H -3.9483 1.9818 2.1301
H -3.4161 2.9684 -0.2002
H -4.2195 1.3907 -0.2750
H -1.8924 2.8697 -2.0234
H -3.0085 1.5695 -2.5323
H -1.2529 1.2611 -2.4655
C -0.5861 -2.8254 -2.5879
Sb 0.4053 -1.2560 -1.5718
C 2.0235 -2.2391 -0.6482
C 1.4062 -0.1098 -3.0826
C 2.7683 0.2746 -2.5802
C 3.8651 -0.4816 -2.9871
C 5.1419 -0.1969 -2.5291
C 5.3374 0.8612 -1.6540
C 4.2549 1.6306 -1.2571
C 2.9650 1.3511 -1.7057
C 1.8496 2.2673 -1.2905
Sb 0.8798 1.7823 0.5586
C 0.1879 3.7222 1.0697
C 2.5177 1.4952 1.8577
H 0.1911 -3.4370 -3.0450
H -1.2406 -2.4351 -3.3640
H -1.1536 -3.4255 -1.8805
H 2.6216 -2.6974 -1.4345
H 1.6414 -3.0079 0.0190
H 2.6443 -1.5264 -0.1077
H 0.7877 0.7343 -3.3834
H 1.4742 -0.7861 -3.9352
H 3.7220 -1.2938 -3.6906
H 5.9819 -0.7863 -2.8704
H 6.3309 1.1067 -1.3046
H 4.4238 2.4896 -0.6176
H 1.0689 2.3805 -2.0426
H 2.2378 3.2671 -1.0857
H 1.0509 4.2823 1.4281
H -0.5721 3.7232 1.8454
H -0.1971 4.2009 0.1702
H 3.1794 2.3483 1.7131
H 3.0494 0.5798 1.6085
H 2.1870 1.4688 2.8938
C 0.6789 -3.1409 3.2201
S 0.6318 -1.4082 2.8365
C -0.4149 -0.8236 4.1509
O -0.2344 -1.3562 1.5445
H -0.3322 -3.5416 3.2693
H 1.1837 -3.2381 4.1831
H 1.2699 -3.6380 2.4540
H 0.1477 -0.9284 5.0804
H -1.3346 -1.4053 4.1936
H -0.6214 0.2307 3.9750
*
```

Results of the natural (NBO) charge analysis, in e, for atoms 1 through 5: Cr 1.157; C -0.241; O -0.616; C -0.098; C -0.102



No. 3
Formula: C20H40N2O10
Source: the OMol25 dataset
Level of theory: ωB97M-V/def2-TZVPD

Orbital gap, eV: 4.81
Energy above the lowest of the compared OMol25 structures with the same formula, charge and spin, kJ/mol: 0.0
DFT total energy, Ha: -1647.8053
F_max, Eh/bohr: 0.041

The geometry in ORCA input format:
```
! RIJCOSX wB97M-V def2-TZVPD def2/J DEFGRID3
* xyz -2 1
O -0.2679 0.6588 1.4531
H 0.0571 1.5052 0.9880
H -1.2613 0.6353 1.3562
H -0.0457 0.6393 2.4637
C -0.6452 5.1323 0.0370
C -0.7929 3.7645 0.2321
C -2.2782 3.1998 0.3570
O -2.4607 1.9469 0.3335
C -3.3592 4.0825 0.3877
C -3.1438 5.4832 0.3422
C -1.7637 6.0133 0.0331
O -1.6038 7.1688 -0.3677
O -4.0750 6.2618 0.5553
O 0.2179 2.9798 0.2800
H 0.3469 5.5323 -0.1133
H -4.3254 3.7004 0.6842
C -1.2811 0.2021 5.6589
C -0.1645 -0.3133 4.7111
O 0.5119 0.6568 4.0617
H -0.8681 0.9896 6.2974
H -1.5383 -0.7059 6.2287
H -2.1793 0.6231 5.2056
H -0.7427 -0.9479 3.9808
H 0.4153 -1.0602 5.3015
C 4.7251 -4.1284 0.9131
O 4.1080 -3.4779 -0.1625
C 2.6984 -3.4216 -0.0756
C 2.2142 -2.2190 0.7142
N 0.7951 -1.9990 0.7697
C 0.0209 -3.0430 1.3861
C -1.3816 -2.6787 1.7663
O -2.2954 -3.1551 0.8033
C -3.6703 -2.9618 1.0764
H 4.3275 -3.8917 1.9006
H 5.7851 -3.8980 0.8075
H 4.6685 -5.2219 0.7841
H 2.2691 -4.3692 0.2986
H 2.2634 -3.4476 -1.0849
H 2.7528 -1.3307 0.3607
H 2.6125 -2.2195 1.7417
H 0.5138 -1.6719 -0.1432
H 0.6129 -3.3421 2.2674
H 0.0367 -4.0552 0.9272
H -1.5325 -1.6050 1.9254
H -1.6175 -3.0899 2.7628
H -3.9817 -2.0866 0.5029
H -3.8386 -2.8730 2.1529
H -4.1978 -3.8461 0.7149
C 2.6748 -1.2189 -2.8220
O 1.8737 -0.1431 -3.2443
C 2.1414 1.0784 -2.5731
C 1.7704 2.2920 -3.3767
N 0.3546 2.6897 -3.3693
C -0.5297 2.0735 -4.3747
C -1.0773 0.7253 -3.9105
O -1.3814 0.7752 -2.5311
C -1.6285 -0.4748 -1.9527
H 2.2653 -2.1222 -3.2733
H 2.7473 -1.2818 -1.7313
H 3.6873 -1.1049 -3.2427
H 3.1982 1.1962 -2.2715
H 1.6522 0.9834 -1.5925
H 2.2261 2.2756 -4.3717
H 2.2406 3.1659 -2.9086
H 0.0161 2.3049 -2.4838
H -0.0444 1.8564 -5.3278
H -1.3374 2.7999 -4.4695
H -0.3715 -0.0780 -4.1589
H -2.0429 0.4730 -4.3934
H -1.6147 -0.3598 -0.8657
H -0.8190 -1.1969 -2.1422
H -2.6421 -0.8249 -2.1899
*
```

Results of the Löwdin charge analysis, in e, for atoms 1 through 5: O 0.115; H 0.082; H 0.109; H 0.089; C -0.020